No. 1
14 unconnected molecules or ions with the total composition C40H117N9O14 in a non-equilibrium geometry. Source: the Open Molecules 2025 dataset; level of theory: wB97M-V/def2-TZVPD.

Properties
**HOMO-LUMO gap**: 9.115 eV
**Total energy**: -3140.1890 Eh
**E_HOMO**: -8.88 eV
**Total charge**: 0

The geometry in XYZ format:
```
180
C40H117N9O14, DFT wB97M-V/def2-TZVPD
O -10.35 12.69 -19.34
H -11.02 13.01 -19.98
H -10.39 11.72 -19.40
O -14.27 11.57 -21.60
H -14.24 10.60 -21.48
H -15.21 11.79 -21.61
O -12.59 13.58 -20.80
H -13.12 12.80 -21.07
H -13.20 14.32 -20.83
C -10.39 3.77 -16.07
C -10.41 5.29 -15.87
C -10.36 5.62 -14.38
O -11.37 5.05 -13.61
C -12.65 5.58 -13.79
N -9.19 5.83 -16.49
H -10.33 3.55 -17.14
H -11.26 3.23 -15.68
H -9.48 3.33 -15.67
H -11.34 5.67 -16.30
H -10.38 6.73 -14.32
H -9.38 5.41 -13.95
H -13.36 4.99 -13.22
H -12.96 5.56 -14.84
H -12.73 6.61 -13.43
H -8.38 5.58 -15.93
H -9.10 5.28 -17.34
C -13.80 2.36 -17.17
C -13.64 2.46 -18.67
C -12.68 3.50 -19.23
O -13.18 4.80 -19.01
C -12.22 5.83 -19.17
N -13.26 1.12 -19.19
H -14.55 1.61 -16.90
H -13.93 3.29 -16.63
H -12.87 1.91 -16.80
H -14.57 2.69 -19.22
H -12.61 3.28 -20.30
H -11.71 3.40 -18.74
H -11.94 5.89 -20.23
H -11.32 5.68 -18.57
H -12.74 6.75 -18.91
H -13.91 0.43 -18.84
H -13.35 1.11 -20.20
C -12.88 8.21 -23.27
C -14.31 7.68 -23.10
C -14.65 7.66 -21.60
O -14.42 8.89 -20.96
C -15.00 8.92 -19.66
N -15.22 8.52 -23.88
H -12.22 7.73 -22.54
H -12.90 9.27 -23.01
H -12.45 8.10 -24.26
H -14.41 6.65 -23.44
H -14.19 6.85 -21.03
H -15.72 7.39 -21.59
H -14.54 9.73 -19.09
H -14.81 8.01 -19.10
H -16.07 9.10 -19.77
H -16.13 8.06 -23.96
H -15.50 9.36 -23.37
C -7.52 10.46 -18.65
C -8.22 9.14 -18.36
C -9.27 8.87 -19.42
O -10.30 9.84 -19.38
C -11.25 9.64 -20.40
N -7.17 8.10 -18.46
H -6.99 10.46 -19.60
H -6.80 10.73 -17.86
H -8.23 11.28 -18.73
H -8.60 9.06 -17.33
H -9.72 7.88 -19.26
H -8.77 8.84 -20.39
H -12.02 10.41 -20.26
H -11.80 8.71 -20.25
H -10.80 9.73 -21.39
H -7.61 7.26 -18.08
H -6.45 8.31 -17.77
C -15.41 9.22 -16.14
C -14.54 9.32 -14.90
C -13.09 9.64 -15.28
O -12.52 8.56 -16.00
C -11.17 8.83 -16.30
N -15.08 10.38 -14.05
H -16.46 9.14 -15.83
H -15.10 8.40 -16.77
H -15.34 10.11 -16.78
H -14.60 8.35 -14.40
H -12.47 9.88 -14.41
H -13.12 10.52 -15.94
H -10.77 8.07 -16.97
H -10.56 8.88 -15.39
H -11.02 9.77 -16.85
H -14.43 10.61 -13.31
H -15.28 11.22 -14.58
C -4.86 6.00 -16.97
C -5.34 5.99 -15.53
C -6.11 7.25 -15.16
O -5.30 8.37 -15.41
C -5.96 9.59 -15.03
N -6.21 4.80 -15.42
H -4.07 5.25 -17.12
H -4.34 6.92 -17.22
H -5.66 5.81 -17.68
H -4.49 5.91 -14.85
H -6.39 7.16 -14.10
H -7.05 7.39 -15.72
H -5.19 10.36 -15.04
H -6.39 9.50 -14.03
H -6.74 9.80 -15.76
H -5.68 4.03 -15.82
H -6.34 4.48 -14.46
C -0.33 12.33 -20.77
C -1.15 11.18 -21.34
C -2.31 10.86 -20.39
O -3.01 9.76 -20.92
C -4.02 9.25 -20.07
N -1.66 11.61 -22.66
H 0.41 12.66 -21.49
H 0.17 12.04 -19.84
H -0.99 13.15 -20.49
H -0.56 10.27 -21.49
H -2.96 11.74 -20.31
H -1.93 10.58 -19.40
H -3.67 8.63 -19.24
H -4.71 8.72 -20.71
H -4.55 10.08 -19.57
H -2.25 10.86 -23.03
H -2.34 12.35 -22.47
C -9.84 17.13 -16.05
C -8.58 16.83 -16.83
C -8.85 16.13 -18.14
O -7.62 15.75 -18.74
C -7.81 14.70 -19.66
N -7.82 18.08 -17.04
H -10.49 16.26 -15.95
H -10.43 17.86 -16.61
H -9.61 17.57 -15.08
H -7.91 16.14 -16.29
H -9.39 16.71 -18.90
H -9.42 15.23 -17.89
H -8.47 15.04 -20.47
H -8.28 13.83 -19.21
H -6.88 14.41 -20.15
H -7.76 18.71 -16.25
H -6.88 17.77 -17.26
C -5.03 13.19 -17.55
C -4.68 14.43 -16.75
C -3.81 14.12 -15.56
O -4.57 13.37 -14.62
C -3.78 12.97 -13.52
N -4.15 15.48 -17.64
H -5.73 13.47 -18.33
H -5.49 12.45 -16.89
H -4.16 12.71 -18.02
H -5.65 14.83 -16.42
H -3.55 15.05 -15.02
H -2.88 13.62 -15.85
H -3.34 13.85 -13.03
H -3.00 12.28 -13.84
H -4.44 12.48 -12.81
H -4.92 16.07 -17.94
H -3.58 16.18 -17.16
C -5.75 6.17 -21.21
C -7.04 6.55 -21.93
O -6.80 6.31 -23.31
H -5.56 5.10 -21.37
H -5.75 6.18 -20.12
H -4.86 6.67 -21.59
H -7.25 7.60 -21.71
H -7.90 5.98 -21.55
H -6.82 5.36 -23.48
C -8.72 12.99 -16.17
C -9.16 11.77 -15.39
O -8.51 11.77 -14.11
H -7.64 13.10 -16.29
H -9.10 13.86 -15.62
H -9.26 13.03 -17.11
H -8.92 10.86 -15.95
H -10.24 11.74 -15.25
H -9.08 11.31 -13.50
```

=====

No. 2
14 unconnected molecules or ions with the total composition C40H118N10O14 in a non-equilibrium geometry. Source: the Open Molecules 2025 dataset; level of theory: wB97M-V/def2-TZVPD.

Properties
**HOMO-LUMO gap**: 9.008 eV
**Total energy**: -3195.3893 Eh
**E_HOMO**: -8.83 eV
**Total charge**: 0

The geometry in XYZ format:
```
182
C40H118N10O14, DFT wB97M-V/def2-TZVPD
O -0.92 -5.99 0.01
H -0.78 -6.76 0.56
H -0.16 -5.96 -0.56
O -1.20 -3.51 -1.78
H -2.07 -3.53 -2.19
H -1.21 -4.23 -1.15
O 4.05 -1.40 1.07
H 3.30 -1.23 0.50
H 4.28 -0.54 1.42
O 0.36 -1.17 0.37
H 0.10 -0.84 -0.49
H -0.24 -1.90 0.54
C 0.18 7.15 0.35
C 1.22 6.32 1.15
C 1.38 4.89 0.63
O 0.17 4.07 0.68
C 0.41 2.65 0.59
N 2.47 7.07 1.34
H -0.83 6.75 0.43
H 0.28 7.17 -0.74
H 0.26 8.19 0.67
H 0.88 6.12 2.17
H 2.18 4.53 1.27
H 1.71 4.98 -0.41
H 0.65 2.13 1.51
H 1.22 2.38 -0.09
H -0.37 2.04 0.13
H 2.27 8.05 1.48
H 2.97 7.13 0.46
C 0.38 1.88 4.66
C 1.10 2.94 5.47
C 0.23 3.47 6.66
O -0.62 4.57 6.36
C 0.01 5.84 6.23
N 2.33 2.42 6.06
H 0.92 1.19 4.02
H -0.45 2.35 4.13
H 0.00 1.23 5.45
H 1.30 3.81 4.84
H 0.88 3.69 7.51
H -0.42 2.64 6.91
H 0.51 6.06 5.28
H 0.73 5.95 7.04
H -0.70 6.66 6.32
H 2.82 2.01 5.29
H 2.82 3.25 6.37
C -1.80 7.59 -3.76
C -0.68 6.57 -3.87
C -1.00 5.35 -2.91
O 0.23 4.59 -2.64
C 0.32 3.26 -3.21
N -0.48 6.17 -5.28
H -1.85 7.95 -2.74
H -2.76 7.12 -4.00
H -1.58 8.52 -4.28
H 0.25 7.02 -3.54
H -1.81 4.78 -3.37
H -1.27 5.71 -1.92
H 1.33 2.91 -3.44
H -0.33 3.23 -4.09
H 0.01 2.53 -2.46
H -1.30 5.72 -5.65
H 0.14 5.37 -5.27
C -4.73 3.01 0.51
C -3.61 4.10 0.76
C -2.86 3.94 2.11
O -3.82 3.98 3.06
C -3.41 3.88 4.41
N -2.75 4.04 -0.45
H -5.52 2.89 1.25
H -4.16 2.09 0.45
H -5.23 3.23 -0.44
H -4.12 5.06 0.78
H -2.27 4.86 2.10
H -2.25 3.04 2.07
H -2.70 3.06 4.46
H -4.32 3.69 4.97
H -2.84 4.76 4.73
H -2.43 3.11 -0.67
H -1.89 4.47 -0.16
C 1.30 -2.92 4.95
C 2.32 -2.25 3.99
C 3.69 -2.13 4.58
O 3.77 -1.42 5.82
C 5.06 -1.15 6.29
N 2.30 -3.06 2.83
H 1.16 -2.26 5.81
H 1.57 -3.93 5.27
H 0.32 -3.03 4.48
H 2.12 -1.22 3.68
H 4.31 -1.72 3.79
H 4.04 -3.15 4.71
H 5.41 -1.99 6.89
H 5.01 -0.16 6.73
H 5.87 -1.02 5.58
H 3.05 -2.62 2.31
H 1.49 -2.90 2.25
C -3.49 2.07 -4.36
C -4.06 0.87 -3.66
C -5.04 0.01 -4.52
O -5.99 0.86 -5.16
C -7.14 1.07 -4.43
N -2.90 -0.02 -3.30
H -2.99 1.97 -5.33
H -2.72 2.48 -3.71
H -4.38 2.70 -4.41
H -4.57 1.17 -2.74
H -5.42 -0.86 -3.98
H -4.60 -0.42 -5.42
H -7.62 0.14 -4.12
H -7.89 1.60 -5.02
H -7.08 1.68 -3.53
H -3.29 -0.92 -3.04
H -2.46 -0.25 -4.18
C -2.17 -4.57 3.26
C -2.25 -3.49 2.19
C -2.43 -2.09 2.74
O -3.59 -1.96 3.63
C -3.52 -0.79 4.37
N -1.13 -3.56 1.30
H -3.00 -4.64 3.95
H -1.32 -4.37 3.92
H -1.97 -5.55 2.81
H -3.17 -3.79 1.68
H -2.48 -1.34 1.95
H -1.49 -1.80 3.21
H -4.35 -0.76 5.08
H -3.55 0.03 3.66
H -2.62 -0.74 4.99
H -0.42 -3.72 2.00
H -1.15 -4.43 0.79
C 1.89 -1.13 -2.59
C 0.66 -0.42 -3.24
C 0.32 -0.99 -4.62
O -0.92 -0.64 -5.21
C -0.90 -0.46 -6.63
N -0.40 -0.73 -2.32
H 2.23 -0.79 -1.62
H 2.80 -1.04 -3.18
H 1.73 -2.21 -2.50
H 0.85 0.66 -3.28
H 0.42 -2.07 -4.57
H 1.15 -0.66 -5.24
H -0.58 -1.39 -7.11
H -0.28 0.41 -6.86
H -1.93 -0.39 -6.98
H -0.47 -1.70 -2.07
H -1.31 -0.44 -2.66
C 4.44 -6.32 -0.26
C 4.69 -4.90 0.15
C 5.76 -4.17 -0.79
O 7.06 -4.77 -0.48
C 8.13 -3.96 -0.93
N 3.43 -4.21 0.09
H 5.36 -6.90 -0.15
H 4.06 -6.36 -1.28
H 3.79 -6.93 0.37
H 4.91 -4.88 1.21
H 5.75 -3.09 -0.61
H 5.56 -4.34 -1.84
H 9.06 -4.32 -0.49
H 8.01 -2.89 -0.72
H 8.13 -3.98 -2.02
H 3.70 -3.25 0.28
H 2.89 -4.34 0.93
C 1.41 -7.72 -2.35
C 1.13 -6.26 -2.89
C -0.19 -5.88 -3.65
O -0.25 -6.72 -4.77
C -1.26 -6.46 -5.68
N 1.28 -5.35 -1.72
H 0.68 -8.12 -1.65
H 2.43 -7.67 -1.96
H 1.54 -8.39 -3.19
H 2.08 -5.96 -3.33
H -0.10 -4.87 -4.04
H -1.03 -5.92 -2.96
H -1.14 -7.16 -6.51
H -1.14 -5.51 -6.21
H -2.26 -6.45 -5.25
H 1.16 -4.39 -2.01
H 2.21 -5.37 -1.32
```

=====

No. 3
A molecular structure, C40H24BrCl7N6O4Ti. Source: the Open Molecules 2025 dataset; level of theory: wB97M-V/def2-TZVPD.

Properties
**HOMO-LUMO gap (alpha / beta)**: 5.199 / 6.800 eV
**Total energy**: -8813.2560 Eh
**E_HOMO (alpha / beta)**: -1.24 / -2.84 eV
**Expectation value of S²**: 2.04
**Multiplicity**: 3
**Total charge**: -2

The geometry in XYZ format:
```
83
C40H24BrCl7N6O4Ti, DFT wB97M-V/def2-TZVPD
Ti 1.13 -0.48 0.17
Cl 8.12 -0.27 -0.06
C 6.49 -0.40 0.54
C 5.44 -0.04 -0.29
C 4.13 -0.14 0.16
N 3.00 0.14 -0.60
C 3.05 0.97 -1.64
O 4.00 1.61 -2.10
C 1.74 1.03 -2.39
C 1.60 1.87 -3.49
C 0.43 1.78 -4.23
C -0.53 0.85 -3.86
C -0.32 0.08 -2.73
N 0.78 0.19 -1.99
C 3.87 -0.59 1.47
C 4.94 -0.95 2.30
C 6.24 -0.86 1.82
Cl 7.54 -1.32 2.88
N 2.52 -0.64 1.83
C 2.18 -0.46 3.11
O 2.90 -0.28 4.09
C 0.69 -0.54 3.33
C 0.19 -0.35 4.61
C -1.16 -0.55 4.84
C -1.95 -0.96 3.77
C -1.37 -1.10 2.53
N -0.08 -0.86 2.29
H 5.64 0.32 -1.29
H 2.41 2.53 -3.73
H 0.28 2.41 -5.09
H -1.44 0.72 -4.43
H -1.05 -0.65 -2.41
H 4.75 -1.28 3.30
H 0.89 -0.07 5.39
H -1.58 -0.40 5.82
H -3.01 -1.17 3.90
H -1.96 -1.43 1.68
O 0.99 2.87 2.82
C 0.28 3.81 2.16
C 0.14 5.06 2.75
C -0.57 6.06 2.11
C -1.14 5.83 0.86
C -1.00 4.58 0.29
C -0.30 3.55 0.92
C -0.22 2.19 0.26
O 0.82 1.43 0.77
N -1.50 1.51 0.44
N -1.35 0.18 -0.08
C -2.54 -0.31 -0.39
C -2.83 -1.60 -0.82
Br -1.39 -2.87 -0.69
C -4.05 -2.09 -1.31
C -5.15 -1.36 -1.85
C -6.38 -2.04 -2.05
C -7.48 -1.41 -2.58
C -7.43 -0.07 -2.96
C -6.22 0.61 -2.80
C -5.11 -0.01 -2.27
H 1.10 2.13 2.15
H 0.60 5.23 3.72
H -0.67 7.04 2.58
H -1.69 6.61 0.35
H -1.44 4.37 -0.68
H -0.11 2.33 -0.82
H -1.63 1.42 1.45
H -3.39 0.35 -0.27
H -4.17 -3.17 -1.30
H -6.44 -3.08 -1.76
H -8.40 -1.97 -2.70
H -8.29 0.43 -3.38
H -6.14 1.65 -3.11
H -4.19 0.55 -2.20
Cl 2.61 -1.97 -2.98
C 2.42 -3.14 -1.69
C 1.84 -2.78 -0.47
C 1.79 -3.84 0.43
Cl 1.08 -3.61 2.02
C 2.24 -5.13 0.18
Cl 2.13 -6.39 1.37
C 2.81 -5.43 -1.05
Cl 3.38 -7.02 -1.40
C 2.90 -4.42 -2.00
Cl 3.61 -4.78 -3.53
```